ORCA calculation (wB97M-V/def2-TZVPD) on the molecule C3H4O3.

Each line ends with the Mulliken charge.
Positions of all 10 atoms, in Å:
O1 -1.3852 -1.3631 0.3087  -0.4459
C1 -1.2453 -0.2477 0.7365  0.0968
C2 -0.2638 0.7721 0.2009  -0.3827
O2 0.3579 0.3898 -1.0126  -0.3050
C3 1.3136 -0.5519 -0.9290  0.1821
O3 1.6866 -1.0854 0.0792  -0.4757
H1 -1.8498 0.1391 1.5861  0.3297
H2 -0.8050 1.6964 -0.0231  0.3323
H3 0.4726 0.9802 0.9881  0.3046
H4 1.7185 -0.7295 -1.9350  0.3638

Cartesian forces, eV/Å:
O 0.026 0.611 0.127
C -0.031 -0.400 -0.148
C -0.085 0.047 0.052
O 0.052 -0.078 -0.017
C 0.199 -0.224 0.341
O -0.172 0.367 -0.414
H 0.078 -0.117 -0.046
H 0.050 -0.093 0.089
H -0.053 -0.050 -0.105
H -0.064 -0.064 0.122

- SMILES: O=CCOC=O
- Kohn-Sham gap: 11.1 eV
- Total charge: 0
- Electronic energy: -9317.6005 eV